1) Entry from the Open Molecules 2025 dataset: a cluster of 2 separate species, C2H2INO3 in total (ωB97M-V with the def2-TZVPD basis set).

Computed properties:
2S+1: 1
Kohn-Sham gap: 0.31783 Ha
lowest unoccupied orbital energy: 0.0 eV
E_HOMO: -0.3196 hartree

Positions of all 9 atoms, in Å:
C: 1.53 -0.36 -0.55
C: -1.85 -0.78 -0.12
N: 2.09 -0.45 0.50
O: 0.62 -0.26 -1.30
O: -2.44 -0.06 -1.14
O: 3.36 -0.42 1.00
I: -3.25 -2.08 0.67
H: -1.94 0.78 -1.26
H: 3.73 0.48 0.92



2) Entry from the Open Molecules 2025 dataset: the molecule C2H2INO3 (ωB97M-V with the def2-TZVPD basis set).

Computed properties:
2S+1: 1
Kohn-Sham gap: 0.35979 Ha
lowest unoccupied orbital energy: -0.3 eV
E_HOMO: -0.3720 hartree
SMILES string: O=C(I)C[N+](=O)[O-]

Positions of all 9 atoms, in Å:
O: 1.14 1.58 -0.30
C: 1.02 0.46 -0.07
I: 2.65 -0.85 -0.56
C: -0.09 -0.27 0.47
N: -1.29 0.13 -0.35
O: -2.36 0.21 0.19
O: -0.97 0.23 -1.50
H: -0.13 -0.17 1.61
H: 0.03 -1.32 0.51



Best to worst by energy: 2), 1).



1) Entry from the Open Molecules 2025 dataset: the molecule C7H14N2 (ωB97M-V with the def2-TZVPD basis set).

Computed properties:
2S+1: 1
Kohn-Sham gap: 0.36585 Ha
lowest unoccupied orbital energy: 1.0 eV
E_HOMO: -0.3279 hartree
SMILES string: C[C@H]1CC[C@@H]2[C@H](N)CN21

Positions of all 23 atoms, in Å:
C: -2.60 -1.00 0.07
C: -1.28 -0.19 -0.24
C: -1.32 1.33 -0.09
C: 0.22 1.58 0.05
C: 0.60 0.37 0.95
C: 1.90 -0.46 0.50
N: 3.02 0.13 -0.26
C: 0.91 -1.33 -0.17
N: -0.22 -0.79 0.60
H: -2.53 -2.09 -0.16
H: -2.92 -0.71 1.12
H: -3.49 -0.51 -0.53
H: -0.92 -0.31 -1.29
H: -1.74 1.85 -0.90
H: -1.90 1.76 0.71
H: 0.37 2.63 0.43
H: 0.82 1.49 -0.93
H: 0.52 0.81 1.96
H: 2.38 -0.89 1.39
H: 3.63 -0.77 -0.64
H: 2.59 0.48 -1.12
H: 0.80 -1.02 -1.22
H: 1.16 -2.37 -0.21



2) Entry from the Open Molecules 2025 dataset: the molecule C7H14N2 (ωB97M-V with the def2-TZVPD basis set).

Computed properties:
2S+1: 1
Kohn-Sham gap: 0.27443 Ha
lowest unoccupied orbital energy: 1.1 eV
E_HOMO: -0.2344 hartree
SMILES string: CCCN1C=CN(C)C1

Positions of all 23 atoms, in Å:
C: 0.34 -2.04 1.07
C: -0.47 -1.23 2.02
C: -0.21 0.26 1.90
N: -0.48 0.73 0.59
C: -1.55 0.37 -0.29
C: -1.24 0.86 -1.50
N: 0.02 1.30 -1.57
C: 1.01 1.15 -2.64
C: 0.56 1.01 -0.30
H: 1.41 -1.90 1.21
H: 0.11 -1.81 0.03
H: 0.16 -3.16 1.21
H: -0.29 -1.55 3.06
H: -1.53 -1.48 1.88
H: -0.72 0.88 2.67
H: 0.92 0.43 2.09
H: -2.50 -0.06 0.03
H: -1.82 0.90 -2.41
H: 0.41 1.13 -3.51
H: 1.62 2.07 -2.69
H: 1.62 0.24 -2.59
H: 1.30 0.15 -0.40
H: 1.32 1.76 0.13



Best to worst by energy: 2), 1).



1) Entry from the Open Molecules 2025 dataset: the molecule C7H14N2 (ωB97M-V with the def2-TZVPD basis set).

Computed properties:
2S+1: 1
Kohn-Sham gap: 0.36819 Ha
lowest unoccupied orbital energy: 0.8 eV
E_HOMO: -0.3385 hartree
SMILES string: [H]/N=C\C(=C)C(C)(C)CN

Positions of all 23 atoms, in Å:
H: 1.36 0.16 -3.02
N: 2.09 -0.33 -2.49
C: 1.86 -0.25 -1.23
C: 0.68 0.54 -0.55
C: 0.54 1.80 -0.98
C: -0.07 -0.21 0.53
C: 0.75 -0.18 1.84
C: -0.33 -1.68 0.14
C: -1.51 0.50 0.85
N: -2.48 0.48 -0.24
H: 2.56 -0.75 -0.53
H: 1.18 2.22 -1.75
H: -0.18 2.48 -0.55
H: 1.71 -0.69 1.72
H: 0.96 0.85 2.15
H: 0.21 -0.68 2.65
H: 0.59 -2.27 0.12
H: -1.00 -2.16 0.86
H: -0.79 -1.75 -0.85
H: -1.36 1.53 1.17
H: -1.95 -0.03 1.70
H: -2.08 0.88 -1.08
H: -2.74 -0.48 -0.47



2) Entry from the Open Molecules 2025 dataset: the molecule C7H14N2 (ωB97M-V with the def2-TZVPD basis set).

Computed properties:
2S+1: 1
Kohn-Sham gap (spin up / spin down): 0.26548 / 0.26555 Ha
lowest unoccupied orbital energy (spin up / spin down): 0.8 / 0.8 eV
E_HOMO (spin up / spin down): -0.2359 / -0.2360 hartree
SMILES string: C=C=CN(N)C(C)(C)C

Positions of all 23 atoms, in Å:
C: -0.70 -3.10 0.44
C: 0.13 -2.19 0.05
C: 1.23 -1.48 -0.17
N: 1.20 -0.12 -0.28
N: 2.43 0.53 -0.09
C: -0.38 0.75 -0.07
C: -0.26 1.39 1.31
C: -1.73 0.05 -0.19
C: -0.25 1.76 -1.20
H: -0.37 -3.99 0.97
H: -1.77 -3.02 0.24
H: 2.20 -1.97 -0.21
H: 3.18 -0.05 0.29
H: 2.73 0.98 -0.95
H: -0.30 0.63 2.09
H: 0.68 1.94 1.42
H: -1.08 2.11 1.48
H: -1.95 -0.60 0.65
H: -2.53 0.80 -0.17
H: -1.81 -0.50 -1.13
H: -0.23 1.26 -2.17
H: -1.10 2.46 -1.19
H: 0.67 2.35 -1.11



3) Entry from the Open Molecules 2025 dataset: a cluster of 2 separate species, C7H14N2 in total (ωB97M-V with the def2-TZVPD basis set).

Computed properties:
2S+1: 1
Kohn-Sham gap: 0.34619 Ha
lowest unoccupied orbital energy: 0.9 eV
E_HOMO: -0.3130 hartree
SMILES string: Cc1c[nH]cn1.CCC

Positions of all 23 atoms, in Å:
C: 2.16 -1.81 -0.61
C: 0.86 -1.85 -1.32
C: 0.41 -0.87 -2.15
N: -0.76 -1.33 -2.69
C: -0.94 -2.58 -2.21
N: 0.01 -2.92 -1.38
H: 2.31 -2.57 0.15
H: 2.32 -0.84 -0.14
H: 2.98 -1.88 -1.34
H: 0.77 0.14 -2.26
H: -1.28 -0.91 -3.45
H: -1.77 -3.23 -2.42
C: -0.68 3.13 2.10
C: -0.61 1.64 2.39
C: -0.59 0.79 1.11
H: -1.71 3.46 1.94
H: -0.15 3.41 1.19
H: -0.24 3.73 2.90
H: 0.24 1.34 3.01
H: -1.49 1.33 2.94
H: 0.38 0.74 0.64
H: -1.01 -0.21 1.23
H: -1.21 1.29 0.36



4) Entry from the Open Molecules 2025 dataset: a structure of composition C7H14N2 (ωB97M-V with the def2-TZVPD basis set).

Computed properties:
2S+1: 1
Kohn-Sham gap: 0.31029 Ha
lowest unoccupied orbital energy: 0.7 eV
E_HOMO: -0.2853 hartree

Positions of all 23 atoms, in Å:
C: -2.19 -1.65 -0.10
C: -0.22 -0.15 0.30
C: 0.96 -0.53 1.27
C: 2.26 -0.72 0.26
C: 0.70 0.55 -0.68
C: -0.66 1.00 -0.58
C: -0.90 2.30 0.19
H: -2.95 -0.52 0.53
H: -2.43 -2.32 -1.44
H: -2.26 -2.70 0.95
H: -0.09 -1.15 -1.28
H: 0.84 0.34 2.22
H: 0.31 -1.49 1.50
H: 3.03 -1.77 0.48
H: 3.18 0.28 0.26
H: 2.27 -0.09 -1.81
H: 1.17 1.56 -0.42
H: -1.39 0.64 -1.42
H: -0.40 2.36 1.20
H: -1.87 2.42 0.40
H: -0.15 3.39 -0.33
N: -0.86 -1.20 -0.36
N: 1.67 -0.53 -1.14



Best to worst by energy: 3), 1), 2), 4).



1) Entry from the Open Molecules 2025 dataset: the molecule C7H14N2 (ωB97M-V with the def2-TZVPD basis set).

Computed properties:
2S+1: 1
Kohn-Sham gap: 0.36757 Ha
lowest unoccupied orbital energy: 0.8 eV
E_HOMO: -0.3374 hartree
SMILES string: [H]/N=C\N1C[C@@]1(C)C(C)C

Positions of all 23 atoms, in Å:
H: -0.27 -3.04 0.46
N: 0.67 -3.01 1.16
C: 1.43 -1.86 1.14
N: 1.27 -0.59 0.52
C: 0.61 0.55 1.35
C: -0.13 -0.16 0.19
C: -1.37 -0.80 0.81
C: -0.27 0.45 -1.09
C: -1.28 1.74 -1.03
C: 1.10 0.91 -1.56
H: 2.60 -1.76 1.62
H: 1.16 1.58 1.17
H: 0.42 0.21 2.41
H: -1.94 0.11 1.16
H: -1.16 -1.45 1.66
H: -2.06 -1.54 0.17
H: -0.66 -0.36 -1.72
H: -1.35 2.26 0.09
H: -0.88 2.50 -1.92
H: -2.32 1.13 -1.41
H: 1.84 0.08 -1.53
H: 1.06 1.32 -2.70
H: 1.52 1.74 -0.94



2) Entry from the Open Molecules 2025 dataset: a cluster of 2 separate species, C7H14N2 in total (ωB97M-V with the def2-TZVPD basis set).

Computed properties:
2S+1: 1
Kohn-Sham gap: 0.33533 Ha
lowest unoccupied orbital energy: 0.8 eV
E_HOMO: -0.3051 hartree
SMILES string: CCc1c[nH]cn1.CC

Positions of all 23 atoms, in Å:
C: 0.45 -0.92 2.50
C: 0.73 0.11 1.36
C: 0.82 -0.67 0.12
C: 0.88 -2.10 -0.01
N: 0.80 -2.44 -1.36
C: 0.60 -1.19 -1.96
N: 0.49 -0.18 -1.11
H: 0.80 -1.90 2.20
H: -0.58 -0.83 2.77
H: 0.89 -0.65 3.39
H: -0.08 0.83 1.52
H: 1.71 0.53 1.56
H: 1.03 -2.79 0.80
H: 0.63 -3.42 -1.71
H: 0.55 -1.31 -3.11
C: -2.42 3.11 -0.69
C: -1.45 3.18 0.40
H: -2.38 2.21 -1.25
H: -3.39 3.15 -0.29
H: -2.50 3.93 -1.39
H: -1.66 3.84 1.20
H: -0.37 3.23 0.21
H: -1.24 2.42 1.07



Best to worst by energy: 2), 1).